Entry 1:
This record from the OMol25 dataset describes a cluster of 10 separate species, C5H25O11 in total. The level of theory is the ωB97M-V functional and the def2-TZVPD basis.

Calculated values
Molar mass: 261.24 g/mol
Frontier orbital gap: 8.87 eV
E_HOMO: -6.1 eV
LUMO energy: 2.767 eV
Net charge: -1

XYZ file:
```
41
Properties=species:S:1:pos:R:3:nbo_charge:R:1
O 1.673 0.879 -0.483 -0.90
C 1.008 0.345 0.472 0.81
O 0.583 0.981 1.431 -0.77
C 0.660 -1.120 0.168 -0.55
C 1.636 -1.864 -0.737 -0.51
C 0.881 -2.963 -1.419 -0.16
C 0.376 -3.937 -0.650 -0.40
H -0.383 -1.227 -0.155 0.23
H 0.592 -1.649 1.132 0.24
H 2.755 -1.898 -0.516 0.24
H 1.965 -1.183 -1.515 0.25
H 0.477 -2.754 -2.416 0.18
H 0.829 -4.178 0.293 0.19
H -0.417 -4.618 -0.845 0.18
H -0.413 -0.365 3.179 0.49
H -1.471 -1.436 2.764 0.49
O -0.639 -1.294 3.381 -1.00
H -1.579 2.194 2.910 0.47
H -2.580 1.580 3.808 0.47
O -1.940 2.310 3.814 -0.94
H -2.823 1.013 -0.605 0.51
H -3.758 1.984 0.039 0.49
O -3.581 1.042 -0.002 -0.97
H -1.329 1.961 0.814 0.48
H -0.429 2.828 -0.212 0.50
O -1.176 2.217 -0.099 -1.02
H 1.368 2.924 -0.373 0.51
H 0.824 3.508 0.955 0.48
O 1.040 3.742 0.026 -0.97
H -2.888 -0.149 0.973 0.52
H -2.710 -1.759 1.170 0.48
O -2.578 -0.884 1.535 -1.00
H 0.936 1.184 -2.790 0.46
H 2.255 1.311 -2.089 0.50
O 1.865 1.365 -2.981 -0.98
H -1.052 -1.127 -2.263 0.48
H -0.980 0.292 -1.655 0.49
O -1.586 -0.367 -2.045 -0.97
H 3.825 0.191 -0.958 0.50
H 4.413 0.854 -2.292 0.48
O 4.350 0.067 -1.761 -0.97
```

---

Entry 2:
This record from the OMol25 dataset describes a structure of composition C3H3O2Pt. The level of theory is the ωB97M-V functional and the def2-TZVPD basis.

Calculated values
Molar mass: 266.13 g/mol
Spin multiplicity: 4
Frontier orbital gap (spin up / spin down): 7.45 / 7.94 eV
E_HOMO (spin up / spin down): -8.1 / -9.9 eV
LUMO energy (spin up / spin down): -0.626 / -1.938 eV
Net charge: 0

XYZ file:
```
9
Properties=species:S:1:pos:R:3:nbo_charge:R:1
C 0.697 0.131 -1.618 -0.80
C -0.502 0.212 -0.830 -0.01
H 1.612 -0.368 -1.242 0.27
H 0.151 -0.619 -2.274 0.28
H 0.936 0.974 -2.295 0.24
O 0.179 1.027 2.653 -0.55
C -0.662 0.185 2.941 0.71
Pt -1.148 -0.912 0.482 0.59
O -1.263 -0.630 2.182 -0.72
```

---

Entry 3:
This record from the OMol25 dataset describes a cluster of 7 separate species, C35H73Cl8N3O3 in total. The level of theory is the ωB97M-V functional and the def2-TZVPD basis.

Calculated values
Molar mass: 867.61 g/mol
Frontier orbital gap: 8.76 eV
E_HOMO: -8.4 eV
LUMO energy: 0.357 eV
Net charge: 0

XYZ file:
```
122
Properties=species:S:1:pos:R:3:mulliken_charge:R:1
C 0.726 -0.103 -4.547 -1.77
C -0.136 1.011 -5.013 2.35
C -1.602 0.679 -4.844 -1.85
C 0.264 2.237 -4.158 -1.35
C -0.412 3.516 -4.612 -0.21
C 0.114 3.779 -5.965 -1.59
C -0.242 2.610 -6.950 1.87
C -1.758 2.535 -7.314 -1.72
C 0.637 2.867 -8.208 -2.07
N 0.300 1.343 -6.370 0.07
O -0.052 0.277 -7.202 -0.52
H 0.487 -0.473 -3.533 0.03
H 0.754 -0.917 -5.264 0.51
H 1.733 0.352 -4.449 0.45
H -1.947 0.113 -5.713 0.41
H -1.768 0.052 -3.972 0.25
H -2.263 1.537 -4.784 0.33
H 0.099 1.977 -3.117 0.16
H 1.338 2.424 -4.283 0.49
H -1.517 3.472 -4.665 0.24
H -0.120 4.399 -4.046 0.22
H 1.214 3.835 -5.985 0.39
H -0.203 4.723 -6.411 0.46
H -2.018 1.493 -7.563 0.29
H -1.981 3.119 -8.209 0.45
H -2.361 2.901 -6.516 0.35
H 1.685 2.697 -7.983 0.45
H 0.430 3.858 -8.602 0.44
H 0.369 2.125 -8.968 0.47
H 0.732 0.073 -7.722 0.37
C -0.982 1.713 2.024 -1.71
C -0.268 2.629 1.117 2.52
C 1.134 2.072 0.767 -1.43
C -1.174 2.828 -0.080 -0.96
C -0.654 3.914 -0.976 0.20
C -0.646 5.254 -0.242 -1.83
C 0.234 5.173 1.062 1.76
C 1.719 5.159 0.656 -1.53
C -0.031 6.475 1.825 -1.84
N -0.161 3.943 1.866 -0.14
O 0.765 3.766 2.908 -0.47
H -0.401 1.582 2.938 0.29
H -1.991 2.105 2.222 0.40
H -1.242 0.733 1.594 0.15
H 1.774 2.049 1.660 0.34
H 1.065 1.041 0.419 0.06
H 1.648 2.646 -0.031 0.27
H -1.301 1.868 -0.612 -0.09
H -2.211 3.095 0.225 0.38
H 0.314 3.675 -1.406 0.11
H -1.331 4.028 -1.845 0.21
H -1.663 5.334 0.113 0.40
H -0.275 6.082 -0.829 0.42
H 1.807 4.920 -0.381 0.34
H 2.322 4.393 1.169 0.26
H 2.238 6.124 0.769 0.39
H 0.201 7.243 1.086 0.41
H 0.749 6.615 2.591 0.43
H -1.025 6.508 2.262 0.41
H 0.228 3.886 3.696 0.36
C 1.621 -1.167 3.748 -1.67
C 0.826 -2.260 4.394 2.42
C -0.229 -2.724 3.361 -2.18
C 1.635 -3.485 4.865 -1.33
C 2.498 -3.144 6.088 -0.85
C 1.540 -2.657 7.153 -1.50
C 0.781 -1.446 6.775 2.11
C -0.207 -1.230 7.919 -2.00
C 1.717 -0.256 6.659 -1.69
N -0.012 -1.810 5.557 -0.20
O -0.642 -0.625 5.221 -0.40
H 1.113 -0.224 3.744 0.18
H 2.572 -1.051 4.276 0.30
H 1.750 -1.432 2.695 0.50
H 0.244 -3.314 2.608 0.44
H -0.958 -3.396 3.835 0.40
H -0.730 -1.818 3.063 0.32
H 0.954 -4.253 5.289 0.31
H 2.180 -3.897 4.049 0.43
H 2.953 -4.071 6.392 0.44
H 3.333 -2.473 5.874 0.36
H 2.048 -2.525 8.107 0.42
H 0.811 -3.459 7.289 0.44
H 0.442 -1.273 8.821 0.43
H -0.981 -1.998 7.976 0.42
H -0.648 -0.225 7.921 0.40
H 1.247 0.595 6.180 0.31
H 2.648 -0.503 6.151 0.32
H 2.059 0.022 7.667 0.43
H -1.537 -0.745 5.517 0.34
Cl 3.850 -2.567 -4.596 -0.18
C 2.945 -4.044 -4.223 -0.64
C 2.098 -3.961 -3.002 0.39
Cl 3.112 -4.026 -1.549 -0.20
H 3.607 -4.923 -4.203 0.41
H 2.265 -4.169 -5.071 0.31
H 1.480 -4.859 -3.016 0.27
H 1.478 -3.064 -3.014 -0.33
Cl 2.331 -6.764 2.800 -0.18
C 0.692 -7.594 2.523 -0.46
C -0.340 -6.634 1.964 0.12
Cl -0.153 -6.431 0.187 -0.18
H 0.362 -7.825 3.543 0.28
H 0.750 -8.493 1.910 0.40
H -0.194 -5.659 2.439 -0.31
H -1.383 -6.980 2.087 0.36
Cl -4.638 1.278 0.466 -0.21
C -4.135 -0.228 -0.456 -0.10
C -4.732 -1.448 0.246 -0.71
Cl -3.670 -1.959 1.602 -0.10
H -3.071 -0.268 -0.582 -0.05
H -4.666 -0.132 -1.415 0.41
H -4.678 -2.246 -0.466 0.32
H -5.718 -1.209 0.564 0.49
Cl -1.374 -3.328 -3.049 -0.17
C -1.870 -3.389 -1.343 0.07
C -0.763 -2.846 -0.373 -0.11
Cl -0.255 -1.139 -0.534 0.01
H -1.989 -4.448 -1.067 0.35
H -2.803 -2.851 -1.275 -0.21
H 0.190 -3.356 -0.537 0.15
H -1.097 -2.957 0.649 -0.19
```

---

Entry 4:
This record from the OMol25 dataset describes a structure of composition C35H30BrN5PSc. The level of theory is the ωB97M-V functional and the def2-TZVPD basis.

Calculated values
Molar mass: 676.49 g/mol
Frontier orbital gap: 7.53 eV
E_HOMO: -13.6 eV
LUMO energy: -6.104 eV
Net charge: +2

XYZ file:
```
73
Properties=species:S:1:pos:R:3:mulliken_charge:R:1
Sc 0.145 -0.930 1.159 0.24
C -0.812 4.733 0.282 -1.48
C -0.630 3.589 1.239 0.42
C -0.567 3.758 2.616 -0.34
C -0.370 2.673 3.461 -0.77
C -0.247 1.449 2.869 0.45
Br 0.105 -0.130 3.892 -0.08
N -0.322 1.233 1.560 0.46
C -0.503 2.295 0.761 -0.48
H -0.786 5.692 0.798 0.41
H -1.767 4.653 -0.239 0.37
H -0.022 4.729 -0.473 0.34
H -0.658 4.750 3.046 0.45
H -0.304 2.787 4.534 0.52
H -0.539 2.095 -0.304 0.57
N 1.990 -1.317 0.873 -0.81
P 2.970 -0.321 0.119 1.84
C 3.005 1.348 0.833 0.59
C 3.256 1.435 2.207 -0.56
C 3.441 2.674 2.802 -0.96
C 3.384 3.830 2.028 -0.51
C 3.138 3.747 0.664 -0.90
C 2.954 2.506 0.063 0.05
C 4.695 -0.802 0.135 0.31
C 5.023 -2.109 0.485 -0.42
C 6.355 -2.496 0.523 -0.74
C 7.351 -1.583 0.209 -0.48
C 7.026 -0.276 -0.139 -0.75
C 5.699 0.122 -0.169 -0.37
C 2.442 -0.103 -1.601 0.60
C 1.071 -0.063 -1.858 0.58
C 0.569 0.067 -3.138 -0.75
C 1.461 0.151 -4.201 -0.68
C 2.826 0.100 -3.969 -0.82
C 3.320 -0.029 -2.674 -0.20
H 3.336 0.528 2.792 0.52
H 3.652 2.742 3.863 0.47
H 3.554 4.797 2.486 0.46
H 3.110 4.649 0.064 0.51
H 2.778 2.441 -1.006 0.47
H 4.235 -2.812 0.729 0.43
H 6.616 -3.510 0.798 0.42
H 8.390 -1.887 0.241 0.43
H 7.807 0.436 -0.375 0.43
H 5.451 1.149 -0.413 0.43
H 0.367 -0.155 -1.039 -0.86
H -0.499 0.096 -3.318 0.51
H 1.084 0.238 -5.213 0.41
H 3.517 0.147 -4.802 0.44
H 4.388 -0.083 -2.508 0.47
C -4.229 -1.207 1.867 -1.07
C -2.856 -1.296 1.952 -0.01
N -2.076 -1.413 0.867 -0.08
C -2.679 -1.478 -0.336 -0.47
C -4.044 -1.426 -0.519 0.27
C -4.829 -1.259 0.623 0.16
C -4.614 -1.497 -1.884 -0.88
C -5.642 -2.227 -2.315 -0.59
C -6.427 -3.268 -1.612 0.92
C -7.582 -3.758 -2.200 -0.65
C -8.269 -4.753 -1.520 -0.16
N -7.848 -5.234 -0.356 -0.52
C -6.728 -4.698 0.125 -0.13
N -5.997 -3.740 -0.437 -0.36
H -4.814 -1.108 2.772 0.42
H -2.373 -1.288 2.917 0.37
H -2.029 -1.609 -1.195 0.68
H -5.904 -1.175 0.526 0.54
H -4.124 -0.860 -2.616 0.43
H -5.933 -2.089 -3.352 0.32
H -7.934 -3.380 -3.152 0.36
H -9.182 -5.180 -1.922 0.40
H -6.372 -5.086 1.074 0.40
```

---

The lowest molar mass belongs to which entry?
C5H25O11

---

Number 1 is which compound?
C5H25O11